{
  "formula": "C4H8O2",
  "method": "the ωB97M-V functional and the def2-TZVPD basis",
  "elements": ["C", "C", "O", "C", "C", "O", "H", "H", "H", "H", "H", "H", "H", "H"],
  "xyz": [[-0.38741, 0.72531, -1.95550], [-0.30768, -0.06908, -0.70827], [-1.05993, -1.00440, -0.52062], [0.69006, 0.32131, 0.31774], [0.16357, -0.37190, 1.77880], [0.05863, -1.76551, 1.83339], [-0.96055, 1.61486, -1.75810], [0.57415, 1.06096, -2.29568], [-0.85478, 0.21660, -2.77833], [1.64316, -0.16726, 0.16378], [0.91452, 1.40212, 0.25614], [-0.78758, 0.11990, 1.99528], [0.92253, -0.08342, 2.50104], [-0.60869, -1.99949, 1.17032]],
  "forces_ev_per_a": [[0.1, 0.3, -0.5], [-0.1, -0.6, -0.3], [-0.2, -0.1, -0.1], [-0.5, -1.4, 2.2], [0.9, 1.9, -1.3], [0.1, 0.3, -0.6], [-0.3, 0.5, 0.2], [0.7, 0.2, 0.0], [-0.4, -0.5, -0.1], [0.3, -0.3, -0.5], [-0.4, -0.4, 0.7], [0.0, 0.0, 0.2], [-0.2, 0.1, 0.2], [0.1, 0.0, 0.0]],
  "mulliken_charge": [-1.334, 0.893, -0.615, -0.676, -0.476, -0.515, 0.311, 0.367, 0.367, 0.293, 0.359, 0.306, 0.359, 0.361],
  "max_force_ev_per_a": 2.66,
  "charge": 0,
  "e_tot_ha": -307.66524,
  "smiles": "CC(=O)CCO",
  "lumo_energy_ev": 0.887
}